13
Properties=species:S:1:pos:R:3:nbo_charge:R:1 method="wB97M-V/def2-TZVPD" orbital_gap_ha=0.3730 largest_force_ha_per_bohr=0.0679 energy_ev=-10725.9114 total_charge=+2 mol_weight_g_mol=111.10 spin_multiplicity=1 de_lowest_kj_mol=0.0
C -0.084 -1.022 0.478 -0.329
C -0.844 -0.549 -1.564 0.333
C -0.850 -0.805 1.621 0.955
C 0.500 0.418 0.007 0.588
N -0.887 -1.447 -0.691 -0.305
N 0.010 0.532 -1.202 -0.543
N 1.210 1.246 0.708 -0.642
O -1.520 -0.504 2.440 -0.108
H 0.697 -1.736 0.739 0.369
H -1.282 -0.519 -2.509 0.277
H 0.241 1.126 -1.986 0.487
H 1.317 1.209 1.711 0.465
H 1.491 2.051 0.249 0.453

14
Properties=species:S:1:pos:R:3:nbo_charge:R:1 method="wB97M-V/def2-TZVPD" orbital_gap_ha=0.3310 largest_force_ha_per_bohr=0.0775 energy_ev=-12790.0397 total_charge=0 mol_weight_g_mol=127.10 smiles="Cc1nnn(O)c1C=O" spin_multiplicity=1 de_lowest_kj_mol=563.0
C 1.298 0.393 -1.674 -0.679
C 0.553 0.724 -0.429 0.149
C -0.208 -0.205 0.393 -0.109
C -0.703 -1.546 0.166 0.398
H 2.318 -0.120 -1.345 0.243
H 0.767 -0.429 -2.465 0.244
H 1.547 1.477 -2.162 0.262
H -2.093 -0.603 1.978 0.520
H 0.052 -2.099 -0.564 0.145
N 0.532 1.894 0.252 -0.255
N -0.194 1.820 1.318 -0.023
N -0.656 0.575 1.385 0.159
O -1.579 0.262 2.363 -0.493
O -1.636 -2.144 0.784 -0.561

14
Properties=species:S:1:pos:R:3:nbo_charge:R:1 method="wB97M-V/def2-TZVPD" orbital_gap_ha=0.3393 largest_force_ha_per_bohr=0.2246 energy_ev=-12783.6500 total_charge=0 mol_weight_g_mol=127.10 spin_multiplicity=1 de_lowest_kj_mol=1179.5
C -0.238 1.388 0.136 -0.432
C 1.797 -1.310 -0.342 -0.023
C 0.445 -0.894 -0.054 0.351
C -2.012 -0.631 0.145 0.469
H -0.941 1.305 1.307 0.222
H -1.046 1.698 -0.907 0.274
H 0.795 2.333 0.127 0.269
H 2.000 -2.509 -0.267 0.251
H -2.519 -0.946 1.479 0.192
N 0.502 0.426 -0.196 -0.192
N 2.533 -0.333 -0.422 -0.048
N -0.720 -1.365 0.099 -0.549
O 1.853 0.793 -0.131 -0.166
O -2.450 0.045 -0.976 -0.617

14
Properties=species:S:1:pos:R:3:nbo_charge:R:1 method="wB97M-V/def2-TZVPD" orbital_gap_ha=0.3317 largest_force_ha_per_bohr=0.1060 energy_ev=-12788.4749 total_charge=0 mol_weight_g_mol=127.10 spin_multiplicity=1 de_lowest_kj_mol=713.9
C -1.289 -0.508 0.369 0.537
C -0.316 1.587 -0.206 -0.149
C 0.597 0.801 0.250 0.383
C 2.088 -0.724 0.062 0.179
H -2.827 -1.184 -0.863 0.349
H -2.397 1.255 -0.155 0.389
H -0.410 2.737 -0.237 0.246
H 2.605 -1.059 1.066 0.186
H 2.695 -1.096 -0.874 0.196
N -1.895 -1.549 -0.200 -0.651
N -1.561 0.939 0.215 -0.641
N 0.046 -0.520 0.857 -0.181
O 1.866 0.666 -0.116 -0.474
O 0.799 -1.346 -0.169 -0.368

14
Properties=species:S:1:pos:R:3:nbo_charge:R:1 method="wB97M-V/def2-TZVPD" orbital_gap_ha=0.3304 largest_force_ha_per_bohr=0.0557 energy_ev=-12791.3683 total_charge=0 mol_weight_g_mol=127.10 smiles="C=Nn1ncc(O)c1O" spin_multiplicity=1 de_lowest_kj_mol=434.8
C -1.016 -0.548 -1.207 0.104
C -0.355 0.687 -1.457 -0.061
C 1.846 0.954 1.753 -0.090
C -0.546 -0.945 0.032 0.405
H -2.403 -0.439 -2.570 0.480
H -0.627 1.340 -2.249 0.199
H 2.394 1.205 2.740 0.204
H 2.009 1.542 0.837 0.208
H -0.164 -1.867 1.596 0.509
N 0.441 1.067 -0.493 -0.306
N 0.370 0.053 0.382 -0.083
N 1.038 -0.008 1.610 -0.269
O -2.123 -1.117 -1.847 -0.663
O -0.864 -1.923 0.872 -0.636

14
Properties=species:S:1:pos:R:3:mulliken_spin:R:1 method="wB97M-V/def2-TZVPD" orbital_gap_ha="0.2628 / 0.3016" largest_force_ha_per_bohr=0.0941 energy_ev=-12782.4259 total_charge=0 mol_weight_g_mol=127.10 spin_multiplicity=3 s_squared=2.01 de_lowest_kj_mol=628.0
C -1.164 -0.399 0.325 1.663
C 2.550 0.188 -0.451 -0.008
C -0.884 0.945 -0.083 0.017
C -2.614 -0.839 0.198 -0.005
N 1.467 0.662 -0.141 0.010
N 0.469 1.399 0.019 0.023
N 3.596 -0.461 0.133 0.000
O 3.767 -1.611 -0.284 -0.003
O 4.237 0.253 0.861 -0.001
H -1.252 0.732 -1.240 0.111
H -1.399 1.875 0.307 0.057
H -3.214 0.070 -0.257 0.056
H -2.872 -1.254 1.219 0.033
H -2.687 -1.560 -0.605 0.047

16
Properties=species:S:1:pos:R:3:nbo_charge:R:1 method="wB97M-V/def2-TZVPD" orbital_gap_ha=0.3795 largest_force_ha_per_bohr=0.1110 energy_ev=-16890.0953 total_charge=0 mol_weight_g_mol=159.10 smiles="NC(=O)[C@@]1(O)NC(=O)NC1=O" spin_multiplicity=1 de_lowest_kj_mol=0.0
C -0.366 -1.149 -0.340 0.658
C -2.194 0.158 0.111 0.799
C 1.225 1.000 -0.357 0.659
C 0.108 0.071 0.407 0.195
N -1.632 -0.867 -0.726 -0.643
N -1.108 0.747 0.652 -0.621
N 2.216 0.236 -0.651 -0.800
O 0.363 -2.069 -0.576 -0.574
O -3.359 0.362 0.209 -0.572
O 0.914 2.157 -0.584 -0.574
O 0.661 -0.371 1.616 -0.712
H -2.216 -1.465 -1.207 0.419
H -1.184 1.407 1.534 0.441
H 1.977 -0.700 -0.723 0.420
H 3.011 0.529 -1.211 0.408
H 1.586 -0.047 1.847 0.499

14
Properties=species:S:1:pos:R:3:nbo_charge:R:1 method="wB97M-V/def2-TZVPD" orbital_gap_ha=0.3396 largest_force_ha_per_bohr=0.0475 energy_ev=-21580.1544 total_charge=0 mol_weight_g_mol=143.17 spin_multiplicity=1 de_lowest_kj_mol=276.0
C -0.256 2.581 -1.273 -0.652
C 0.102 1.369 -0.528 0.342
C -0.130 -0.674 0.204 -0.036
C -0.428 -2.108 0.119 -0.026
H 0.683 3.225 -1.570 0.242
H -0.818 2.281 -2.155 0.235
H -0.871 3.160 -0.455 0.242
H -0.881 -2.400 -0.839 0.224
H 0.595 -3.432 2.561 0.491
N 0.915 1.507 0.489 -0.617
N -0.068 -3.081 0.894 -0.081
N -0.523 0.178 -0.711 -0.452
O 0.656 -2.662 1.971 -0.557
S 1.024 0.057 1.292 0.646

13
Properties=species:S:1:pos:R:3:nbo_charge:R:1 method="wB97M-V/def2-TZVPD" orbital_gap_ha=0.2572 largest_force_ha_per_bohr=0.0788 energy_ev=-19531.8589 total_charge=0 mol_weight_g_mol=127.17 smiles="S=CC1=CNN=CN1" spin_multiplicity=1 de_lowest_kj_mol=291.6
C 1.456 0.741 -0.108 -0.239
C 0.043 0.309 -0.079 -0.045
C -0.976 1.298 -0.060 0.101
C -1.592 -1.354 -0.099 0.268
H 1.560 1.780 -0.070 0.185
H -0.681 2.336 -0.260 0.227
H -3.048 1.627 0.151 0.421
H -1.953 -2.431 -0.298 0.223
H 0.343 -1.705 0.119 0.417
N -2.239 0.942 0.192 -0.452
N -2.592 -0.514 -0.075 -0.337
N -0.329 -1.053 0.160 -0.600
S 2.895 -0.200 0.031 -0.170

13
Properties=species:S:1:pos:R:3:nbo_charge:R:1 method="wB97M-V/def2-TZVPD" orbital_gap_ha=0.2802 largest_force_ha_per_bohr=0.1400 energy_ev=-19530.6686 total_charge=0 mol_weight_g_mol=127.17 smiles="C=C1SC=N/C1=N/N" spin_multiplicity=1 de_lowest_kj_mol=406.4
C -0.607 -0.470 0.035 0.205
C 1.525 -1.264 0.132 -0.087
C 0.142 0.840 -0.168 -0.218
C -0.317 2.083 0.360 -0.392
H -2.378 0.903 -0.592 0.311
H -3.607 -0.214 -0.869 0.386
H 2.292 -1.983 0.211 0.215
H -1.310 2.398 0.945 0.250
H 0.506 2.678 0.332 0.192
N -2.814 -0.043 -0.168 -0.585
N -1.852 -0.863 0.083 -0.166
N 0.272 -1.520 0.293 -0.392
S 1.925 0.379 -0.227 0.280